No. 1
Density functional theory data (wB97M-V/def2-TZVPD) for a molecular structure, C14H30O11Tl at a distorted geometry.

The value obtained for the total energy is -1551.09750 Ha. The net charge is +1. The calculation puts the maximum force at 1.77 eV/A.

Element x y z (Å)
Tl -1.288 -0.434 0.981
C 0.330 -3.924 -0.463
O -0.407 -3.024 0.220
H 0.766 -4.638 0.248
H -0.196 -4.445 -1.276
H 1.133 -3.389 -1.021
C 1.677 2.312 1.155
O 0.463 1.727 0.899
H 2.444 1.521 1.117
H 1.981 3.050 0.395
H 1.629 2.815 2.123
C 3.047 0.091 -2.406
C 1.564 -0.081 -2.067
O 1.029 -1.236 -2.700
C -0.288 -1.362 -2.629
O -1.004 -0.776 -1.863
O -0.654 -2.225 -3.574
C -2.045 -2.289 -3.876
H 3.252 0.218 -3.469
H 3.570 -0.782 -2.023
H 3.367 1.038 -1.972
H 1.004 0.829 -2.286
H 1.538 -0.145 -0.974
H -2.090 -3.090 -4.613
H -2.464 -1.443 -4.429
H -2.683 -2.458 -3.014
C 3.329 -1.488 0.551
C 2.763 -1.036 1.895
O 2.287 -2.203 2.581
C 1.198 -2.130 3.330
O 0.326 -1.279 3.241
O 1.174 -3.127 4.171
C 0.087 -3.236 5.094
H 3.708 -0.568 0.103
H 2.607 -2.048 -0.038
H 4.132 -2.190 0.772
H 1.940 -0.328 1.797
H 3.569 -0.616 2.498
H 0.069 -2.403 5.791
H 0.192 -4.203 5.570
H -0.849 -3.210 4.532
C -1.208 5.687 0.339
C -1.492 4.180 0.235
O -2.824 4.023 -0.271
C -3.216 2.778 -0.458
O -2.572 1.779 -0.191
O -4.399 2.781 -1.038
C -5.083 1.539 -1.237
H -2.136 6.180 0.632
H -0.767 6.158 -0.534
H -0.543 5.872 1.186
H -1.381 3.775 1.239
H -0.781 3.708 -0.441
H -4.979 1.230 -2.272
H -6.128 1.727 -1.012
H -4.698 0.791 -0.550

Cartesian forces, eV/Å:
Tl 0.87 0.31 -0.38
C -0.66 0.31 -0.19
O -0.38 -0.10 0.24
H 0.60 0.13 -0.04
H -0.30 0.13 0.08
H 0.50 -0.04 0.21
C -1.12 -0.72 1.00
O -0.08 0.13 -0.76
H 0.42 0.24 -0.01
H -0.17 -0.11 -0.43
H 0.51 0.04 0.08
C -0.82 -0.07 -0.55
C 1.16 1.07 0.80
O 0.32 0.05 -0.02
C 0.29 -0.27 -0.84
O -0.57 0.26 0.42
O -0.14 0.63 0.38
C -0.69 -0.57 -0.93
H -0.23 -0.31 -0.08
H 0.40 0.28 -0.09
H 0.22 -0.24 0.42
H -0.27 -0.24 -0.43
H -0.42 -0.41 -0.01
H -0.24 -0.30 0.42
H 0.66 0.49 0.35
H 0.24 -0.24 0.16
C 0.07 0.11 1.33
C -0.28 -0.52 -0.47
O 0.22 -0.35 0.32
C -0.69 0.72 -0.18
O 0.18 0.01 -0.16
O 0.66 -0.63 0.29
C -0.73 0.22 -0.61
H 0.08 -0.42 -0.47
H -0.16 0.43 -0.20
H 0.25 0.19 -0.21
H 0.04 -0.03 0.03
H -0.13 0.15 0.07
H 0.25 -0.08 0.11
H 0.15 0.09 0.15
H -0.01 -0.07 0.08
C -0.26 -0.23 0.66
C 0.80 1.30 0.06
O 0.00 -0.20 0.07
C 0.11 -0.43 -0.41
O 0.03 -0.10 0.31
O -0.26 0.39 0.07
C -0.02 -0.02 0.30
H -0.01 0.14 -0.29
H -0.24 -0.13 -0.20
H 0.18 -0.13 -0.14
H -0.32 -0.46 -0.14
H -0.11 -0.28 0.06
H 0.12 -0.06 -0.02
H -0.02 0.06 -0.06
H 0.04 -0.11 -0.14

No. 2
Density functional theory data (wB97M-V/def2-TZVPD) for C4H8S2 in the gas phase at a distorted geometry.

The value obtained for the total energy is -953.55548 Ha. The SMILES is CC(C)SC=S. As for the energy above the lowest of the compared OMol25 structures with the same formula, charge and spin: 0.848 eV. The calculation puts the maximum force at 2.01 eV/A.

Element x y z (Å)
C 0.343 -0.202 -1.370
C -0.214 0.306 -0.076
C -0.379 1.816 0.102
S 0.685 -0.243 1.340
C 0.317 -1.873 1.519
S 0.920 -2.974 2.523
H 0.313 -1.274 -1.370
H -0.313 0.067 -2.180
H 1.341 0.170 -1.596
H -1.234 -0.110 0.027
H 0.515 2.404 -0.126
H -1.140 2.149 -0.633
H -0.766 2.015 1.089
H -0.388 -2.250 0.751

Cartesian forces, eV/Å:
C 0.08 0.35 -0.38
C -1.48 0.08 0.09
C -0.53 0.09 -1.49
S 1.32 0.55 1.42
C -0.79 -1.21 -1.38
S 0.29 0.00 0.61
H 0.40 -0.66 0.07
H -0.29 0.43 -0.45
H 0.08 -0.10 0.11
H 0.32 0.08 0.02
H 0.09 -0.22 0.33
H 0.33 -0.08 0.40
H 0.06 0.29 0.31
H 0.12 0.40 0.34

No. 3
Density functional theory data (wB97M-V/def2-TZVPD) for 3 unconnected molecules or ions with the total composition C3H12NO4 at a distorted geometry.

The value obtained for the total energy is -477.23870 Ha. The net charge is -1. As for the energy above the lowest of the compared OMol25 structures with the same formula, charge and spin: 0.570 eV. The calculation puts the maximum force at 1.88 eV/A.

Element x y z (Å)
C 1.159 -1.243 -1.225
O 1.249 -0.250 -2.247
C 0.377 -0.824 0.000
C -1.135 -0.576 -0.253
O -1.797 -0.249 0.924
N 0.547 -1.918 0.988
H 2.153 -1.486 -0.862
H 0.834 -2.172 -1.706
H 0.736 0.103 0.448
H -1.146 0.307 -0.935
H -1.663 -1.438 -0.668
H -1.430 0.963 1.300
H 0.798 -1.532 1.882
H -0.312 -2.432 1.027
H 0.478 0.320 -2.197
H 0.774 2.287 -0.546
O 0.480 3.169 -0.286
H -0.097 2.891 0.494
H -0.822 2.024 2.377
O -1.185 2.055 1.485

Cartesian forces, eV/Å:
C 0.46 0.23 -0.26
O 0.34 0.21 -0.02
C -1.25 -1.38 0.29
C 0.14 1.28 1.34
O 0.39 0.07 0.01
N 0.87 0.33 -0.77
H 0.45 0.25 -0.18
H -0.61 -0.05 0.38
H 0.34 0.09 -0.22
H -0.35 -0.37 -0.42
H 0.37 -0.28 -0.71
H -0.41 -0.13 -0.59
H -0.44 -0.15 0.21
H -0.36 -0.02 0.53
H -0.18 -0.06 0.07
H 0.20 0.20 -0.24
O -0.19 -0.49 0.64
H 0.01 0.26 -0.61
H -0.04 0.16 -0.04
O 0.27 -0.14 0.58